C37H45N3O3PS3Sc | ωB97M-V/def2-TZVPD

```
93
C37H45N3O3PS3Sc | the OMol25 dataset | ωB97M-V/def2-TZVPD
Sc -0.9447 0.8783 -0.4634
S -0.8076 -2.1233 -3.5925
S 0.8163 1.5439 1.4431
S 4.2245 1.7367 0.9261
P 2.7142 1.1384 2.0272
O -1.9332 2.1091 0.8327
O 0.2254 -1.1570 -4.0483
O 0.0057 -0.8398 -0.8753
N -2.7800 -0.3226 0.1506
N 0.4505 1.7634 -1.9623
N -2.5202 1.6695 -2.0774
C 0.2039 3.0862 -2.5326
C -1.8613 2.6810 3.1310
C 2.1232 0.0067 -1.5988
C 1.6357 1.2771 -2.0694
C -1.5163 -2.8620 -5.0956
C -0.9864 3.7203 -1.8311
C 1.9364 -2.1499 -0.5221
C -2.1377 1.7828 2.0868
C 1.9743 1.4270 4.7111
C 1.7936 -2.7665 2.9322
C 2.8136 -0.6418 2.4309
C -2.5552 1.0385 4.7724
C 3.5125 3.6932 5.1292
C 1.6769 -1.4276 2.5863
C -2.8526 -3.5239 -4.8058
C -3.1345 -0.3848 1.3802
C 1.3470 -3.8751 -3.6562
C 1.3138 -0.9846 -0.9922
C -2.8836 0.1642 3.7628
C -2.6727 0.5075 2.4182
C 2.7316 3.1892 6.1578
C 3.5301 3.0630 3.8918
C 3.4988 -0.2240 -1.7405
C -2.0485 2.3001 4.4398
C 1.9616 2.0516 5.9468
C 0.0373 -3.5874 -2.9468
C 4.0907 -1.3808 -1.2877
C -3.5236 -1.0302 -0.8684
C 3.2962 -2.3367 -0.6617
C -2.3446 3.1473 -2.2204
C -2.2851 1.0125 -3.3739
C 4.0684 -1.2107 2.6271
C 4.1850 -2.5491 2.9671
C -4.3967 -0.0270 -1.6451
C 2.7627 1.9270 3.6773
C 3.0471 -3.3308 3.1200
C -3.9186 1.4254 -1.6376
H -3.1050 3.6261 -1.6037
H -4.5385 -0.3859 -2.6664
H 0.0109 2.9966 -3.6076
H -2.7675 -4.2905 -4.0335
H -3.9998 1.8423 -0.6341
H -1.4449 3.6461 2.8788
H 1.9446 -4.5596 -3.0544
H 1.3497 1.6528 6.7463
H -3.3024 -0.8081 3.9988
H -4.5910 1.9963 -2.2930
H -2.8072 -1.5151 -1.5369
H -1.2573 1.1533 -3.6967
H 0.9015 -3.3701 3.0483
H 3.1392 -4.3767 3.3855
H 4.1436 3.4398 3.0831
H -0.6845 -4.4061 -3.0118
H 1.3223 -2.8873 -0.0217
H -1.7876 2.9918 5.2317
H 1.1964 -4.3270 -4.6369
H -1.0195 4.7870 -2.0655
H -0.7952 -3.5511 -5.5374
H 3.7471 -3.2360 -0.2586
H -3.2449 -4.0060 -5.7010
H -2.9693 1.4059 -4.1371
H 0.1999 -3.3651 -1.8955
H 1.0921 3.7120 -2.4109
H -0.8430 3.6564 -0.7477
H 2.3964 1.8831 -2.5703
H -3.8939 -1.1199 1.6725
H 0.7016 -0.9841 2.4244
H -4.1527 -1.8129 -0.4291
H 4.1094 0.5478 -2.1925
H 5.1659 -2.9842 3.1127
H 1.9095 -2.9499 -3.7818
H 2.7239 3.6789 7.1236
H -3.5875 -2.7925 -4.4660
H -2.4431 -0.0587 -3.2796
H -1.6174 -2.0111 -5.7701
H -2.6994 0.7625 5.8079
H -2.5651 3.4068 -3.2635
H 1.3578 0.5506 4.5484
H 5.1582 -1.5218 -1.3809
H -5.3937 0.0011 -1.1977
H 4.9525 -0.6004 2.4877
H 4.1143 4.5791 5.2888
```

Results
Electronic energy = -4123.7650 Eh
Relative energy (zero: lowest compared OMol25 entry of this formula, charge and spin) = 9.2 kcal per mole
Total charge = 0
Spin multiplicity = 1
LUMO = 0.125 eV
Orbital gap = 0.270 Eh


C37H46ClN6O2 | ωB97M-V/def2-TZVPD

```
92
C37H46ClN6O2 | the OMol25 dataset | ωB97M-V/def2-TZVPD
Cl 5.2891 -0.4467 1.2413
O 4.3731 -1.9858 -0.5688
O -0.4212 -3.3189 2.5816
N -1.8984 6.0588 3.7830
N -1.9484 2.1605 -4.6146
N 1.0726 -5.6540 -3.9459
N 0.3269 -3.1680 1.5428
N -2.2529 -0.4997 -1.1246
N 1.2495 2.7354 0.4147
C 2.2482 -1.7515 2.3879
C -4.3465 7.3843 3.6998
C -3.8889 6.6797 2.5990
C -2.3552 6.7426 4.8317
C -2.7443 0.5022 -1.8543
C -1.7991 4.4805 -5.2038
C 2.3512 -4.3332 2.4604
C -0.8409 1.9494 -5.3244
C 1.2468 -4.3179 1.3973
C 1.2549 -3.2805 -4.2369
C -4.0215 1.0141 -1.6794
C 1.5280 2.6948 1.7167
C -0.1546 2.9478 -5.9983
C 0.6039 4.8506 2.1100
C -3.0337 -1.0244 -0.1897
C 3.7980 -2.9237 3.9061
C 0.3992 -5.5923 1.6370
C 0.3076 4.9125 0.7571
C 0.6488 3.8314 -0.0427
C 1.7798 -4.4881 -0.0248
C -4.8254 0.4555 -0.6971
C 0.9920 -1.8469 1.4924
C -3.5658 7.4179 4.8431
C -0.0043 -3.2359 -4.8114
C -2.4060 3.4109 -4.5644
C -0.1368 -5.5908 -4.5004
C 4.3289 -3.1182 1.4784
C 1.2275 3.7168 2.6038
C -0.6478 4.2400 -5.9351
C -0.0155 -0.8380 2.1057
C 3.1497 -2.9967 2.5008
C 1.2220 -1.3300 0.0405
C 1.7449 -4.5105 -3.8252
C -4.3244 -0.5862 0.0676
C -0.7183 -4.4147 -4.9488
C -2.6642 6.0366 2.6933
C 4.5787 -1.9573 0.5594
H 0.3197 -5.8111 2.6927
H -2.2181 5.4748 -5.1293
H 0.9477 -6.4162 1.1882
H 1.8689 -1.5666 3.3868
H -2.5925 -1.8378 0.3784
H -1.7109 6.7441 5.7044
H -5.2984 7.8994 3.6674
H -4.3746 1.8299 -2.2958
H -0.6615 -6.5366 -4.5844
H -0.4243 -2.2957 -5.1462
H -4.4675 6.6280 1.6869
H 1.8803 -4.5035 3.4216
H -3.3076 3.5549 -3.9778
H 0.4323 3.8356 -1.1064
H 2.7264 -4.5932 -3.3702
H 2.4483 -5.3439 -0.0344
H 2.7787 -0.8476 2.1131
H 4.6314 -3.6064 4.0071
H 0.9506 -4.7158 -0.6851
H 2.2107 -0.9024 -0.0339
H 0.7417 2.7170 -6.5574
H 2.0189 1.7882 2.0570
H -1.0298 -1.0209 1.7597
H -1.7047 -4.4235 -5.3921
H 3.0403 -5.1239 2.2022
H -0.0529 -0.8959 3.1882
H -3.8867 7.9551 5.7251
H -4.9190 -1.0498 0.8432
H 0.5411 -0.5162 -0.1618
H 4.1264 -1.8999 4.0715
H 1.0170 -2.0759 -0.7155
H -5.8287 0.8276 -0.5291
H 1.4747 3.6258 3.6527
H -0.4919 0.9224 -5.3490
H 0.2494 0.1863 1.8468
H -0.5670 -5.5294 1.1545
H -0.1783 5.7800 0.3299
H 3.0350 -3.1002 4.6532
H 5.2466 -3.2609 2.0413
H -2.0800 0.9082 -2.6077
H -2.2685 5.4694 1.8570
H 2.3563 -3.6378 -0.3659
H 1.8452 -2.3832 -4.1083
H 0.3512 5.6698 2.7678
H -0.1422 5.0482 -6.4483
H 4.2589 -3.9826 0.8408
```

Results
Electronic energy = -2376.5867 Eh
Total charge = 0
Spin multiplicity = 2
LUMO (alpha / beta) = 0.528 / 0.474 eV
Orbital gap (alpha / beta) = 0.324 / 0.357 Eh


C37H46GeN4ORuSi3 | ωB97M-V/def2-TZVPD

```
93
C37H46GeN4ORuSi3 | the OMol25 dataset | ωB97M-V/def2-TZVPD
Ru -0.2471 -0.7703 0.0724
Ge 1.5043 1.9720 -0.5057
Si -3.5194 0.2195 0.0506
Si -2.3346 -2.1520 -1.7447
Si -2.2034 -2.3159 1.3875
O 1.7910 -1.1138 0.0458
N -0.2501 -0.7020 2.4011
N 4.3902 -5.0358 0.0315
N 1.6343 -3.1784 2.9880
N 3.1846 -2.1071 -1.4114
C -5.2668 -0.4804 0.0138
C 2.5872 1.8776 1.1130
C -3.8407 -2.9716 2.0136
C 2.1594 -3.1628 1.9627
C -3.6220 -3.5194 -1.6453
C -3.2913 1.0861 1.7059
C 0.2576 4.1652 -1.9228
C -1.6499 -1.4815 4.1513
C 4.3737 0.9194 2.4295
C 2.9436 2.5853 3.3996
C 3.7637 1.4826 -2.2959
C 4.3985 1.0042 -3.4333
C 1.7074 6.2135 -0.7651
C 2.7862 -3.1470 0.6987
C 0.5582 -0.1454 3.2912
C 3.6836 0.2776 -4.3744
C 1.7064 0.5056 -3.0272
C 4.0116 1.7075 3.5110
C 1.1993 3.8576 -0.9418
C -1.3396 -1.3861 2.8035
C 0.7628 6.5029 -1.7349
C -0.8237 -0.8717 5.0867
C 2.2361 2.6645 2.2092
C -0.6806 -2.9680 -2.2023
C 1.9218 4.8996 -0.3706
C -2.2550 -1.1786 -0.1309
C -1.0258 -3.7477 1.0671
C 2.5684 -2.1090 -0.2106
C 0.0364 5.4745 -2.3168
C 3.6676 1.0086 1.2377
C 2.4149 1.2231 -2.0658
C -3.4649 1.4925 -1.3420
C -2.7767 -1.0646 -3.2065
C 2.3310 0.0380 -4.1760
C 0.3014 -0.1999 4.6510
C -0.2422 1.1237 -0.3729
C 3.6835 -4.1851 0.3524
H -0.3130 3.3700 -2.3874
H -0.5675 -2.9168 -3.2862
H -3.3713 -4.2741 -0.9038
H -1.0499 -0.9359 6.1427
H -3.7617 -0.6152 -3.1228
H -5.9844 0.3323 0.1291
H 0.2343 -2.5127 -1.7940
H -1.4207 -4.4679 0.3546
H 1.4394 0.3462 2.9006
H 5.2007 0.2281 2.5161
H 4.1757 -0.0928 -5.2628
H 2.6579 3.2018 4.2406
H -3.7015 -4.0212 -2.6092
H -2.5247 -2.0322 4.4669
H -2.7714 -1.6837 -4.1045
H -5.4843 -0.9692 -0.9337
H -4.2443 1.2956 -2.0750
H 4.5618 1.6374 4.4392
H -0.8283 -4.2551 2.0127
H -2.0530 -0.2627 -3.3459
H -0.0435 -3.4376 0.6940
H 2.2810 7.0119 -0.3126
H 4.3343 2.0580 -1.5755
H -3.8114 2.0427 1.7074
H 3.0824 -1.2942 -2.0014
H 3.9473 0.3748 0.4059
H 0.6465 0.3054 -2.8752
H -4.3974 -2.2087 2.5527
H -3.6459 2.4891 -0.9389
H -0.6513 -4.0183 -1.9164
H -5.4492 -1.1950 0.8099
H -3.7014 0.4919 2.5219
H 0.9874 0.2656 5.3431
H 0.5942 7.5267 -2.0403
H -0.6996 5.6938 -3.0783
H 5.4510 1.2019 -3.5883
H 1.7650 -0.5184 -4.9118
H -2.2427 1.2753 1.9335
H -4.4646 -3.3336 1.2025
H -4.6038 -3.1225 -1.3966
H -3.6595 -3.8031 2.6937
H -1.0839 1.7599 -0.1218
H 2.6711 4.6924 0.3834
H 1.3915 3.3399 2.1411
H -2.5134 1.5143 -1.8624
H 3.8916 -2.7911 -1.6247
```

Results
Electronic energy = -4772.0648 Eh
Total charge = 0
Spin multiplicity = 5
LUMO (alpha / beta) = -0.240 / -0.989 eV
Orbital gap (alpha / beta) = 0.267 / 0.265 Eh


C37H46N4O10 | ωB97M-V/def2-TZVPD

```
97
C37H46N4O10 | the OMol25 dataset | ωB97M-V/def2-TZVPD
O -7.0410 3.3740 -0.0372
O 2.0494 4.3964 2.9164
O 4.4505 -0.0327 -4.5031
O -6.2113 -5.5196 0.2915
O 7.0005 -3.2505 -2.0951
O -7.2378 1.7641 -1.5931
O -5.8929 -3.8460 1.7591
O 4.0147 5.3973 3.3430
O 6.3678 0.9663 -5.1159
O 5.7332 -1.4840 -1.5273
N 0.8388 0.8187 2.0564
N -0.4386 0.4846 2.0078
N 0.6698 1.8028 -0.1222
N -0.6059 1.4683 -0.1744
C 1.8097 -2.8488 1.5796
C 3.0368 4.8345 3.7388
C -2.7909 -0.9227 1.1480
C 4.2067 -1.5035 1.0410
C 2.9499 -3.1188 2.3041
C 7.1629 2.0665 -4.6432
C -4.7991 0.7562 0.2940
C -7.4073 3.0284 -1.1215
C -2.5154 0.3841 0.8044
C 4.7167 -3.3718 -2.6525
C 2.8069 1.7786 1.0158
C -7.8857 -5.0868 1.9934
C -6.5759 -3.3486 2.9250
C 2.6811 4.5413 5.1822
C 4.1243 -2.4697 2.0237
C 5.2414 0.8550 -4.3672
C 5.8302 -2.5733 -2.0129
C 3.0129 -0.1531 -0.7523
C 0.9653 3.8622 3.7010
C 3.0518 -1.2172 0.3268
C 5.3176 -4.7717 -2.7126
C -8.6443 2.8593 -3.1306
C -8.0660 3.8949 -2.1744
C 6.8043 -4.4740 -2.8251
C -8.0247 -3.7739 2.7546
C -4.0849 -1.3948 1.0580
C 1.3249 1.4397 0.9800
C 6.1926 2.9731 -3.9027
C -6.6002 -4.8765 1.2196
C -5.0859 -0.5472 0.6305
C -1.0804 0.8096 0.8858
C -7.6808 1.6959 -2.9612
C 3.4521 1.2497 -0.2983
C 5.1863 1.9730 -3.3453
C 1.8755 -1.8830 0.5937
C 1.5817 3.4952 5.0392
C -3.5140 1.2383 0.3768
H 0.5434 2.9992 3.1941
H -6.1050 -0.9185 0.5438
H 4.5196 -2.9650 -3.6462
H 2.8964 -3.8577 3.1005
H 3.2844 1.2997 1.8749
H 7.6307 2.5632 -5.4908
H -3.2497 2.2528 0.0903
H -8.7194 -5.2596 1.3186
H -4.2878 -2.4430 1.3003
H 6.6728 3.5886 -3.1438
H 2.9259 2.8650 1.0653
H -1.9843 -1.5829 1.4560
H 5.0196 -2.6946 2.5998
H -8.5596 -3.8632 3.6985
H 3.7053 -0.4750 -1.5413
H 4.5443 1.2562 -0.1808
H 5.4951 1.5775 -2.3767
H 2.0265 2.5000 4.9803
H -8.7255 3.2033 -4.1602
H -9.6409 2.5666 -2.7949
H 2.3158 5.4582 5.6474
H 5.1149 -5.2983 -1.7780
H 3.2038 1.9481 -1.1054
H 7.1196 -4.3148 -3.8587
H 7.4192 -5.2574 -2.3869
H 3.8161 -3.3372 -2.0433
H -7.7569 -5.9375 2.6643
H 3.5427 4.1595 5.7229
H -8.5540 -3.0462 2.1364
H 0.8548 -3.3359 1.7595
H 0.9742 -1.6605 0.0231
H 2.0303 -0.1058 -1.2353
H 5.1218 -0.9644 0.8225
H -7.3019 4.5104 -2.6514
H -8.8361 4.5217 -1.7335
H -6.8080 1.7802 -3.6121
H -5.6028 1.4006 -0.0667
H -6.1146 -3.7902 3.8111
H 0.1942 4.6310 3.7934
H 5.6943 3.6400 -4.6090
H 4.9380 -5.3824 -3.5301
H 0.8631 3.4928 5.8570
H -6.4658 -2.2668 2.9719
H -8.1600 0.7352 -3.1366
H 4.1869 2.3944 -3.2825
H 7.9446 1.6727 -3.9897
```

Results
Electronic energy = -2408.9248 Eh
Structure (SMILES) = c1ccc(CCCc2nnc(-c3ccccc3)nn2)cc1.O=C1CCCO1.O=C1CCCO1.O=C1CCCO1.O=C1CCCO1.O=C1CCCO1
Total charge = 0
Spin multiplicity = 1
LUMO = -0.433 eV
Orbital gap = 0.304 Eh


C37H47Cl3N3O7S2SiV | ωB97M-V/def2-TZVPD

```
101
C37H47Cl3N3O7S2SiV | the OMol25 dataset | ωB97M-V/def2-TZVPD
V 0.5755 0.6184 1.4134
Cl 4.2303 4.4184 6.4101
Cl 0.4589 1.4804 3.5771
Cl 4.8297 3.2703 1.1589
S 2.6557 4.7103 -7.6616
S -0.7352 -0.9025 -2.1374
Si -2.0679 -0.3625 -0.7429
O 1.6287 5.3568 -6.8714
O 3.9025 5.4530 -7.7671
O -1.3290 0.3062 0.6803
O -3.1252 0.8832 -1.0450
O 2.1889 4.1278 -8.9089
O 2.3001 1.7071 1.5862
O -3.1111 -1.5596 -0.2264
N 1.3507 1.4122 -0.8966
N 2.6330 3.0701 -5.4785
N 4.0536 2.4496 -7.2713
C -2.8947 -2.9517 -0.0094
C 1.4266 -4.5516 2.4552
C 0.6534 1.9784 -1.8798
C -0.0519 -3.4326 4.5033
C 0.7819 -5.3690 3.3753
C -4.1248 -0.0298 -3.0865
C 1.2181 -1.0378 1.1810
C -2.3428 2.2854 1.6851
C 2.7594 2.3271 2.6227
C 3.1861 1.2043 -2.4074
C -1.5905 -3.1904 0.7288
C 3.0398 2.0071 -4.7834
C 0.5954 -2.6235 3.5832
C 4.3700 3.7437 3.7811
C 2.4593 1.8122 -3.4281
C 3.9264 3.1179 2.6281
C 2.0594 -2.2382 1.5534
C 1.3458 -3.1623 2.5408
C -4.3770 2.3565 -2.3900
C 3.6433 3.6332 4.9583
C -4.2672 0.9174 -1.8982
C 2.0566 2.3110 3.8339
C -2.8942 -3.6843 -1.3484
C 2.6021 1.0425 -1.1658
C -1.0124 0.5256 3.0085
C 3.1567 3.2488 -6.6862
C -5.4942 0.5421 -1.0691
C -4.0759 -3.4261 0.8329
C 3.9564 1.1078 -5.3086
C 4.4336 1.3896 -6.5775
C 3.3406 -1.7128 2.2325
C 2.4565 2.9241 4.9934
C -3.2446 0.0216 2.2343
C 2.4589 -2.9921 0.2714
C 1.1674 2.2237 -3.1425
C 0.0372 -4.8150 4.4056
C -1.9779 0.8117 1.9132
H -3.0163 -1.0365 2.3455
H 1.8542 2.8757 5.8947
H -2.7763 2.3890 0.6939
H 1.5939 -3.4678 -0.1876
H 2.8642 -2.2814 -0.4502
H 3.9248 -1.1220 1.5234
H -4.1121 -2.8882 1.7811
H 0.4812 -1.5477 3.6425
H 0.8560 -6.4459 3.2759
H 0.5750 2.7149 -3.9014
H -3.9843 0.1406 1.4437
H -2.0841 -3.3120 -1.9754
H 0.8737 0.2522 4.1511
H -5.6293 1.2575 -0.2541
H 3.0865 -1.0695 3.0773
H -4.0832 -1.0669 -2.7501
H -1.5986 -2.7224 1.7145
H -0.3706 2.2451 -1.6465
H -0.4776 -5.4514 5.1156
H -3.9907 -4.4952 1.0426
H 5.1511 0.7294 -7.0577
H 1.1711 -0.8628 0.0832
H -6.3947 0.5452 -1.6886
H -0.6442 -2.9778 5.2886
H -3.5002 2.6138 -2.9856
H -4.4275 3.0372 -1.5377
H -3.8420 -3.5132 -1.8657
H -1.4746 2.9513 1.7534
H 3.2258 -3.7489 0.4597
H -5.3555 -0.4521 -0.6429
H 4.2099 0.8887 -2.5603
H 4.2649 0.2235 -4.7694
H 0.0393 2.8196 3.1181
H -3.0726 2.5973 2.4346
H 0.1136 1.9224 4.8976
H -5.2712 2.4922 -3.0026
H -1.4143 -4.2615 0.8569
H 1.9843 -5.0164 1.6537
H 3.1589 0.6144 -0.3413
H 3.9561 -2.5424 2.5933
H -3.2055 0.1784 -3.6326
H -0.7621 -2.7661 0.1626
H -4.9803 0.0890 -3.7564
H 5.2834 4.3213 3.7565
H -3.6391 0.4002 3.1783
H -2.7725 -4.7590 -1.1899
H -5.0105 -3.2450 0.2972
```

Results
Electronic energy = -5539.2707 Eh
Relative energy (zero: lowest compared OMol25 entry of this formula, charge and spin) = 358.7 kcal per mole
Total charge = -2
Spin multiplicity = 3
LUMO (alpha / beta) = 3.181 / 2.872 eV
Orbital gap (alpha / beta) = 0.223 / 0.227 Eh